# C57H133N7O11

A cluster of 11 separate species, C57H133N7O11 in total at a distorted geometry (wB97M-V/def2-TZVPD, OMol25).

Values from the calculation:
SMILES: CC1(C)CCCC(C)(C)N1O.CC1(C)CCCC(C)(C)N1O.CC1(C)CCCC(C)(C)N1O.CC1(C)CCCC(C)(C)N1O.CC1(C)CCCC(C)(C)N1O.COC[C@H](C)N.COC[C@H](C)N.CO.CO.CO.CO
lowest unoccupied orbital energy: 0.5 eV
gap between HOMO and LUMO: 8.342 eV
total charge: 0
total energy: -94208.092 eV

Last columns: bonded neighbours and bond lengths (Å).
Element x y z (Å)
1 C 4.83197 2.63685 2.22430  O2 1.375, H3 1.090, H4 1.090, H5 1.090
2 O 4.43390 1.88087 1.14714  C1 1.375, H6 0.960
3 H 5.57866 3.39280 1.98123  C1 1.090
4 H 4.01511 3.10293 2.77531  C1 1.090
5 H 5.30653 1.97867 2.95210  C1 1.090
6 H 5.14791 1.30472 0.86455  O2 0.960
7 C 4.10901 0.75850 5.45603  O8 1.404, H9 1.090, H10 1.090, H11 1.090
8 O 2.71043 0.78870 5.57953  C7 1.404, H12 0.960
9 H 4.56799 0.64114 6.43769  C7 1.090
10 H 4.31940 -0.02502 4.72807  C7 1.090
11 H 4.59933 1.62921 5.02065  C7 1.090
12 H 2.41356 0.64739 4.67759  O8 0.960
13 C -1.82781 -1.50335 -4.67122  O14 1.442, H15 1.090, H16 1.090, H17 1.090
14 O -1.10120 -0.51218 -3.91648  C13 1.442, H18 0.960
15 H -2.84148 -1.18026 -4.90828  C13 1.090
16 H -1.34426 -1.66438 -5.63473  C13 1.090
17 H -1.75646 -2.51520 -4.27226  C13 1.090
18 H -1.69072 0.17449 -3.59624  O14 0.960
19 C -1.31551 1.38267 4.98945  O20 1.439, H21 1.090, H22 1.090, H23 1.090
20 O -1.40145 -0.05016 4.88592  C19 1.439, H24 0.960
21 H -0.37212 1.73812 5.40390  C19 1.090
22 H -1.43528 1.87293 4.02332  C19 1.090
23 H -2.14701 1.71299 5.61203  C19 1.090
24 H -0.64326 -0.46468 5.30415  O20 0.960
25 C 1.10519 3.05806 2.64084  C26 1.547, H31 1.090, H32 1.090, H33 1.090
26 C 0.96674 1.58075 2.20359  C25 1.547, C27 1.544, N30 1.424, H34 1.090
27 C 0.66933 1.31817 0.71147  C26 1.544, O28 1.412, H35 1.090, H36 1.090
28 O 0.52207 -0.06487 0.46788  C27 1.412, C29 1.446
29 C -0.07181 -0.33492 -0.82304  O28 1.446, H37 1.090, H38 1.090, H39 1.090
30 N 2.15553 0.88046 2.55791  C26 1.424, H40 1.010, H41 1.010
31 H 1.53749 3.26837 3.61910  C25 1.090
32 H 0.19188 3.62321 2.45488  C25 1.090
33 H 1.77237 3.61143 1.97997  C25 1.090
34 H 0.20867 1.08020 2.80597  C26 1.090
35 H 1.37667 1.79802 0.03506  C27 1.090
36 H -0.29422 1.80220 0.55210  C27 1.090
37 H 0.53679 0.22937 -1.52965  C29 1.090
38 H -1.11076 -0.02472 -0.93458  C29 1.090
39 H -0.07627 -1.40849 -1.01159  C29 1.090
40 H 2.24941 -0.03139 2.13386  N30 1.010
41 H 2.91761 1.41102 2.16062  N30 1.010
42 C -4.32700 0.82478 -3.07194  C43 1.529, H48 1.090, H49 1.090, H50 1.090
43 C -4.12907 2.27992 -3.49802  C42 1.529, C44 1.559, N47 1.431, H51 1.090
44 C -2.73053 2.58480 -4.11651  C43 1.559, O45 1.447, H52 1.090, H53 1.090
45 O -1.76643 2.45569 -3.04470  C44 1.447, C46 1.416
46 C -0.40541 2.67043 -3.37222  O45 1.416, H54 1.090, H55 1.090, H56 1.090
47 N -5.17279 2.52588 -4.44504  C43 1.431, H57 1.010, H58 1.010
48 H -3.42494 0.56416 -2.51835  C42 1.090
49 H -4.42414 0.14475 -3.91823  C42 1.090
50 H -5.17537 0.73261 -2.39379  C42 1.090
51 H -4.27589 2.89085 -2.60734  C43 1.090
52 H -2.56922 3.54802 -4.60056  C44 1.090
53 H -2.51534 1.92465 -4.95674  C44 1.090
54 H -0.30162 3.65230 -3.83400  C46 1.090
55 H -0.00194 2.04883 -4.17154  C46 1.090
56 H 0.25155 2.71215 -2.50345  C46 1.090
57 H -5.06721 1.96861 -5.28074  N47 1.010
58 H -5.99421 2.13177 -4.00909  N47 1.010
59 C 4.31435 7.73289 -0.81582  C60 1.575, H70 1.090, H71 1.090, H72 1.090
60 C 2.86694 8.33930 -0.95284  C59 1.575, C61 1.564, N65 1.506, C69 1.585
61 C 2.73022 8.66639 -2.47563  C60 1.564, C62 1.519, H73 1.090, H74 1.090
62 C 2.50124 7.37369 -3.23990  C61 1.519, C63 1.546, H75 1.090, H76 1.090
63 C 1.26310 6.60032 -2.72961  C62 1.546, C64 1.528, H77 1.090, H78 1.090
64 C 1.37409 6.22493 -1.25248  C63 1.528, N65 1.483, C67 1.579, C68 1.494
65 N 1.82514 7.38017 -0.43993  C60 1.506, C64 1.483, O66 1.404
66 O 1.88709 7.19914 0.95113  N65 1.404, H88 0.960
67 C -0.09349 5.84767 -0.80802  C64 1.579, H79 1.090, H80 1.090, H81 1.090
68 C 2.30115 5.06271 -1.09992  C64 1.494, H82 1.090, H83 1.090, H84 1.090
69 C 2.78701 9.71769 -0.17490  C60 1.585, H85 1.090, H86 1.090, H87 1.090
70 H 4.42223 7.17874 0.11658  C59 1.090
71 H 5.01805 8.56229 -0.74502  C59 1.090
72 H 4.64724 7.10438 -1.64180  C59 1.090
73 H 1.85456 9.26745 -2.72064  C61 1.090
74 H 3.54430 9.27320 -2.87209  C61 1.090
75 H 3.40077 6.75820 -3.22967  C62 1.090
76 H 2.29304 7.53841 -4.29708  C62 1.090
77 H 1.12870 5.72752 -3.36856  C63 1.090
78 H 0.37728 7.23115 -2.80368  C63 1.090
79 H -0.80277 6.67523 -0.82018  C67 1.090
80 H -0.49304 5.11101 -1.50501  C67 1.090
81 H 0.03450 5.36322 0.15999  C67 1.090
82 H 2.71846 4.88000 -0.10968  C68 1.090
83 H 1.84662 4.12128 -1.40850  C68 1.090
84 H 3.15798 5.13802 -1.76945  C68 1.090
85 H 2.95273 9.60792 0.89683  C69 1.090
86 H 1.82023 10.21305 -0.26478  C69 1.090
87 H 3.55385 10.39040 -0.55897  C69 1.090
88 H 1.29881 7.85037 1.34025  O66 0.960
89 C -4.99761 3.58579 0.43546  C90 1.562, H100 1.090, H101 1.090, H102 1.090
90 C -4.02627 2.96810 1.49068  C89 1.562, C91 1.599, N95 1.455, C99 1.540
91 C -2.95112 4.06372 1.93888  C90 1.599, C92 1.545, H103 1.090, H104 1.090
92 C -3.52380 5.13945 2.88803  C91 1.545, C93 1.562, H105 1.090, H106 1.090
93 C -4.23864 4.43004 4.08225  C92 1.562, C94 1.540, H107 1.090, H108 1.090
94 C -5.24122 3.31898 3.71806  C93 1.540, N95 1.515, C97 1.583, C98 1.586
95 N -4.63470 2.39499 2.68166  C90 1.455, C94 1.515, O96 1.435
96 O -5.43570 1.22443 2.46621  N95 1.435, H118 0.960
97 C -5.51022 2.38108 4.96452  C94 1.583, H109 1.090, H110 1.090, H111 1.090
98 C -6.66199 3.91176 3.33773  C94 1.586, H112 1.090, H113 1.090, H114 1.090
99 C -3.30763 1.80169 0.78759  C90 1.540, H115 1.090, H116 1.090, H117 1.090
100 H -5.92005 3.00908 0.36765  C89 1.090
101 H -4.58958 3.60977 -0.57500  C89 1.090
102 H -5.19773 4.59977 0.78169  C89 1.090
103 H -2.15783 3.48423 2.41108  C91 1.090
104 H -2.44073 4.39429 1.03426  C91 1.090
105 H -4.16520 5.87514 2.40278  C92 1.090
106 H -2.75787 5.81782 3.26391  C92 1.090
107 H -4.76038 5.19518 4.65710  C93 1.090
108 H -3.44989 3.99499 4.69602  C93 1.090
109 H -6.38042 1.72984 4.88238  C97 1.090
110 H -4.65367 1.73119 5.14354  C97 1.090
111 H -5.70151 3.01838 5.82786  C97 1.090
112 H -7.38715 3.14717 3.05909  C98 1.090
113 H -7.13736 4.37701 4.20124  C98 1.090
114 H -6.57329 4.64494 2.53605  C98 1.090
115 H -3.08712 2.00352 -0.26061  C99 1.090
116 H -3.92569 0.90588 0.72742  C99 1.090
117 H -2.36632 1.42239 1.18529  C99 1.090
118 H -4.86066 0.56549 2.86210  O96 0.960
119 C -1.73175 -8.34845 -0.13659  C120 1.561, H130 1.090, H131 1.090, H132 1.090
120 C -3.06047 -7.92791 0.56569  C119 1.561, C121 1.591, N125 1.533, C129 1.513
121 C -2.92479 -7.75551 2.14156  C120 1.591, C122 1.532, H133 1.090, H134 1.090
122 C -2.25721 -6.42852 2.51740  C121 1.532, C123 1.568, H135 1.090, H136 1.090
123 C -3.00762 -5.20514 1.88566  C122 1.568, C124 1.519, H137 1.090, H138 1.090
124 C -3.09850 -5.29566 0.37240  C123 1.519, N125 1.444, C127 1.590, C128 1.563
125 N -3.63251 -6.59952 0.05759  C120 1.533, C124 1.444, O126 1.381
126 O -4.10431 -6.62265 -1.23969  N125 1.381, H148 0.960
127 C -4.17209 -4.20059 -0.04678  C124 1.590, H139 1.090, H140 1.090, H141 1.090
128 C -1.70296 -4.93758 -0.23288  C124 1.563, H142 1.090, H143 1.090, H144 1.090
129 C -4.08236 -9.01732 0.32748  C120 1.513, H145 1.090, H146 1.090, H147 1.090
130 H -0.94957 -7.61225 0.04864  C119 1.090
131 H -1.85934 -8.35071 -1.21908  C119 1.090
132 H -1.39226 -9.31995 0.22262  C119 1.090
133 H -3.95855 -7.63635 2.46596  C121 1.090
134 H -2.26459 -8.51549 2.55949  C121 1.090
135 H -1.22254 -6.40262 2.17549  C122 1.090
136 H -2.14244 -6.15277 3.56568  C122 1.090
137 H -2.43665 -4.28744 2.02681  C123 1.090
138 H -3.99161 -5.13111 2.34865  C123 1.090
139 H -5.16344 -4.57507 0.20831  C127 1.090
140 H -3.89301 -3.23737 0.38036  C127 1.090
141 H -4.30660 -3.96892 -1.10335  C127 1.090
142 H -1.78897 -5.15299 -1.29791  C128 1.090
143 H -1.55188 -3.86153 -0.31889  C128 1.090
144 H -0.76496 -5.46915 -0.07266  C128 1.090
145 H -4.19948 -9.33686 -0.70803  C129 1.090
146 H -5.01797 -8.62139 0.72244  C129 1.090
147 H -3.71875 -9.87825 0.88843  C129 1.090
148 H -4.98809 -6.29726 -1.05352  O126 0.960
149 C 0.84574 -5.67149 -3.82068  C150 1.527, H160 1.090, H161 1.090, H162 1.090
150 C 1.52932 -4.32710 -4.06132  C149 1.527, C151 1.532, N155 1.489, C159 1.575
151 C 1.40784 -3.41427 -2.83705  C150 1.532, C152 1.517, H163 1.090, H164 1.090
152 C 2.27533 -2.17206 -2.90993  C151 1.517, C153 1.488, H165 1.090, H166 1.090
153 C 3.71238 -2.48639 -3.13669  C152 1.488, C154 1.588, H167 1.090, H168 1.090
154 C 3.91077 -3.40819 -4.41412  C153 1.588, N155 1.473, C157 1.561, C158 1.499
155 N 2.95633 -4.52979 -4.43415  C150 1.489, C154 1.473, O156 1.374
156 O 3.13392 -5.37982 -5.49955  N155 1.374, H178 0.960
157 C 3.89648 -2.43936 -5.63757  C154 1.561, H169 1.090, H170 1.090, H171 1.090
158 C 5.26754 -4.01556 -4.22045  C154 1.499, H172 1.090, H173 1.090, H174 1.090
159 C 0.74945 -3.64189 -5.24539  C150 1.575, H175 1.090, H176 1.090, H177 1.090
160 H 1.35930 -6.23758 -3.04358  C149 1.090
161 H 0.73407 -6.31281 -4.69494  C149 1.090
162 H -0.17476 -5.46274 -3.49959  C149 1.090
163 H 0.40536 -2.99510 -2.75086  C151 1.090
164 H 1.65574 -3.90946 -1.89821  C151 1.090
165 H 2.25420 -1.66554 -1.94500  C152 1.090
166 H 1.94984 -1.45771 -3.66615  C152 1.090
167 H 4.09823 -3.04900 -2.28658  C153 1.090
168 H 4.17506 -1.51041 -3.28323  C153 1.090
169 H 2.99620 -1.84122 -5.77845  C157 1.090
170 H 4.70845 -1.71452 -5.57920  C157 1.090
171 H 4.06776 -2.90775 -6.60679  C157 1.090
172 H 5.38949 -4.55455 -3.28091  C158 1.090
173 H 5.57648 -4.66609 -5.03867  C158 1.090
174 H 6.04200 -3.25585 -4.11493  C158 1.090
175 H -0.33556 -3.72502 -5.18259  C159 1.090
176 H 0.98238 -4.08035 -6.21575  C159 1.090
177 H 1.10527 -2.61226 -5.28211  C159 1.090
178 H 3.25844 -6.14006 -4.92673  O156 0.960
179 C 4.43038 -1.44218 0.40525  C180 1.577, H190 1.090, H191 1.090, H192 1.090
180 C 3.81197 -2.52083 1.37512  C179 1.577, C181 1.547, N185 1.489, C189 1.602
181 C 4.45003 -2.27484 2.76315  C180 1.547, C182 1.530, H193 1.090, H194 1.090
182 C 3.76807 -3.00926 3.91922  C181 1.530, C183 1.530, H195 1.090, H196 1.090
183 C 2.26111 -2.74735 3.90905  C182 1.530, C184 1.575, H197 1.090, H198 1.090
184 C 1.56360 -3.06470 2.53317  C183 1.575, N185 1.496, C187 1.526, C188 1.576
185 N 2.32992 -2.38873 1.44110  C180 1.489, C184 1.496, O186 1.380
186 O 1.66713 -2.44252 0.23201  N185 1.380, H208 0.960
187 C 1.50773 -4.56416 2.25630  C184 1.526, H199 1.090, H200 1.090, H201 1.090
188 C 0.11781 -2.45583 2.68335  C184 1.576, H202 1.090, H203 1.090, H204 1.090
189 C 4.27032 -3.95494 0.82845  C180 1.602, H205 1.090, H206 1.090, H207 1.090
190 H 3.95304 -0.49536 0.65783  C179 1.090
191 H 4.32363 -1.66775 -0.65580  C179 1.090
192 H 5.50764 -1.37585 0.55763  C179 1.090
193 H 5.50179 -2.54847 2.67935  C181 1.090
194 H 4.47805 -1.20561 2.97309  C181 1.090
195 H 4.13594 -2.67232 4.88837  C182 1.090
196 H 3.94885 -4.08408 3.90624  C182 1.090
197 H 2.12007 -1.68277 4.09578  C183 1.090
198 H 1.78754 -3.38392 4.65645  C183 1.090
199 H 2.45055 -5.09129 2.40233  C187 1.090
200 H 0.90497 -4.97556 3.06596  C187 1.090
201 H 0.97766 -4.79896 1.33327  C187 1.090
202 H 0.31787 -1.39662 2.84510  C188 1.090
203 H -0.45073 -2.66025 1.77612  C188 1.090
204 H -0.39361 -2.88106 3.54691  C188 1.090
205 H 4.87207 -3.88955 -0.07803  C189 1.090
206 H 3.43036 -4.56337 0.49324  C189 1.090
207 H 4.81112 -4.53959 1.57263  C189 1.090
208 H 1.32394 -1.55968 0.07577  O186 0.960